Here is a molecular structure, CNO4S from the OMol25 dataset. Energies are from ωB97M-V with the def2-TZVPD basis set.

Cartesian coordinates (Å):
S -0.368 0.044 -1.454
O -1.551 -0.365 1.033
O 2.604 1.356 0.038
O 2.367 -0.728 0.737
O -2.976 -0.344 -0.734
N 1.989 0.340 0.363
C -2.064 -0.303 0.017

## Properties
LUMO level (spin up / spin down) (hartree): 0.057 / 0.057
Total charge: -1
Relative energy (zero: lowest compared OMol25 entry of this formula, charge and spin) (kJ/mol): 438.3

Mulliken population analysis, charges in e, atoms 1 to 4: S -0.317; O -0.388; O -0.447; O -0.402

---

Here is a molecular structure, CNO5S2Y from the OMol25 dataset. Energies are from ωB97M-V with the def2-TZVPD basis set.

Cartesian coordinates (Å):
Y -1.075 -0.369 0.924
S 1.787 -1.051 -0.703
S 1.259 1.820 -0.219
O -2.785 0.765 -0.015
O 0.820 -1.321 0.458
O 3.057 -1.795 -0.587
O -4.125 -0.838 -0.801
O 0.213 1.427 0.802
N 2.239 0.721 -0.587
C -3.147 -0.515 -0.112

## Properties
LUMO level (spin up / spin down) (hartree): -0.106 / -0.106
Total charge: 0

Mulliken population analysis, charges in e, atoms 1 to 4: Y 1.602; S 0.681; S 0.524; O -0.558

---

Number 1: largest force on an atom 4.1 eV Å⁻¹, E -791.9092 Ha. Number 2: largest force on an atom 3.1 eV Å⁻¹, E -1303.7321 Ha.